Density functional theory data (ωB97M-V with the def2-TZVPD basis set) for a structure of composition C30H36BBrClN10OPt.

Geometry as ORCA input:
```
! wB97M-V def2-TZVPD RIJCOSX def2/J DEFGRID3
* xyz 1 1
Pt 0.004 -0.031 0.028
Br 0.082 -6.992 -0.005
Cl -3.306 -4.854 0.161
O -3.170 -0.057 7.015
N -0.053 -2.332 0.071
N 0.048 -0.012 2.316
N -0.734 -0.160 4.334
N 1.456 0.118 -1.622
N -1.523 0.220 -1.555
N 0.466 0.411 4.444
N 0.022 2.763 -1.276
N 0.016 2.206 -0.062
N 1.235 1.018 -2.580
N -1.254 1.052 -2.560
C -3.562 -3.755 1.469
C -4.265 -2.582 1.249
C -0.978 -0.417 3.049
C 0.916 0.496 3.221
C 2.238 0.973 -3.466
C -1.127 2.127 6.782
C -3.858 0.245 4.709
C -2.230 0.973 -3.472
C 0.566 -3.014 1.030
C -4.470 -1.170 4.756
C -3.355 -3.217 3.786
C 3.138 0.007 -3.060
C -2.129 2.674 4.566
C 0.006 4.409 0.194
C 2.595 -0.509 -1.886
C 0.018 4.096 -1.150
C 0.682 -4.392 1.028
C -0.539 -3.011 -0.965
C -4.084 -2.049 3.600
C -3.534 2.728 6.615
C -1.533 -0.458 5.484
C -2.667 -0.400 -1.816
C -2.754 0.464 5.768
C -3.162 0.050 -3.037
C -4.513 -1.735 2.312
C -3.087 -4.071 2.730
C -0.480 -4.389 -1.060
C 0.112 -5.100 -0.024
C -2.383 1.986 5.913
C 0.004 3.177 0.841
B 0.005 1.944 -2.575
H -4.650 -2.355 0.267
H -4.200 -1.650 5.698
H -4.650 0.969 4.895
H -1.260 2.266 4.060
H -3.709 2.336 7.615
H 0.006 2.650 -3.516
H -3.277 3.778 6.724
H -4.460 2.679 6.046
H 0.022 4.733 -2.010
H -4.065 -0.252 -3.524
H 2.253 1.619 -4.321
H 4.051 -0.281 -3.536
H -2.204 1.570 -4.361
H -0.241 1.789 6.253
H -3.458 0.450 3.718
H -2.546 -4.989 2.894
H -3.075 -1.110 -1.123
H -1.857 -0.904 2.674
H -3.017 -3.486 4.776
H -3.992 0.369 7.278
H 0.980 -2.437 1.845
H -2.984 2.612 3.900
H 2.968 -1.281 -1.241
H -5.075 -0.828 2.145
H -0.884 -0.425 6.360
H 1.185 -4.906 1.830
H 1.870 0.916 2.973
H -0.011 2.958 1.891
H -1.917 -1.476 5.381
H -5.560 -1.086 4.744
H -0.975 3.170 7.046
H -1.928 3.728 4.744
H -0.002 5.378 0.644
H -0.906 -4.900 -1.910
H -1.235 1.555 7.700
H -1.014 -2.434 -1.746
*
```

Output
ΔE to the lowest compared entry with this formula, charge and spin   28.6 kcal per mole
Kohn-Sham gap (alpha / beta)   7.7 / 7.7 eV

Density functional theory data (ωB97M-V with the def2-TZVPD basis set) for a structure of composition C30H36BIO11Si3.

Geometry as ORCA input:
```
! wB97M-V def2-TZVPD RIJCOSX def2/J DEFGRID3
* xyz 0 1
I -0.998 4.817 1.281
Si -2.789 3.162 1.653
Si -3.315 1.603 -0.662
Si -2.669 1.095 5.160
O -3.564 -4.231 -2.498
O 9.378 1.916 1.725
O -0.914 0.042 -2.072
O 7.437 2.518 -3.162
O 1.441 -4.096 -4.384
O -3.807 2.951 0.315
O 3.344 0.604 -1.962
O -5.408 -0.342 -0.044
O -3.627 -7.500 1.662
O -3.250 2.665 5.489
O 3.350 3.940 -6.071
C 0.981 -1.345 -2.193
C 8.801 1.266 -1.712
C -0.371 -0.907 -2.605
C -4.844 -5.325 -0.859
C 8.015 3.168 0.276
C 4.605 1.740 -3.591
C 7.527 3.318 -0.953
C -0.453 -2.708 -4.263
C -2.940 3.641 4.512
C -4.861 -6.147 0.189
C -3.118 -1.294 0.636
C 3.350 3.175 -5.130
C 1.573 -2.386 -2.776
C -1.043 -1.665 -3.683
C -3.579 -4.982 -1.546
C 2.088 1.966 -3.410
C 7.883 2.379 -2.040
C -3.613 -6.751 0.709
C -2.331 -5.586 -1.026
C -0.910 1.013 4.450
C 3.347 1.370 -2.906
C -2.347 -6.407 0.022
C 8.934 2.055 0.606
C 9.290 1.116 -0.483
C -2.616 0.210 6.850
C 0.902 -3.147 -3.855
C 2.090 2.805 -4.444
C 4.607 2.578 -4.625
C -3.800 0.048 4.053
C -3.809 3.554 3.215
B -4.011 -0.115 0.029
H 1.182 3.252 -4.828
H 5.510 1.295 -3.209
H -2.382 -0.858 6.724
H 2.561 -2.723 -2.491
H -3.727 -2.007 1.217
H -1.852 1.589 -0.790
H -4.682 2.899 3.309
H -3.156 4.612 4.974
H -0.952 0.425 3.520
H -4.115 0.598 3.155
H -4.662 -0.294 4.638
H -1.879 3.677 4.226
H -0.929 -3.277 -5.051
H -5.745 -4.874 -1.255
H 5.518 2.859 -5.137
H -3.604 0.257 7.329
H -3.236 -0.820 3.684
H -5.775 -6.409 0.705
H -2.113 1.859 1.871
H -4.225 4.559 3.028
H -0.446 1.975 4.203
H -5.675 -0.773 0.763
H -2.635 -1.887 -0.159
H -2.317 -0.934 1.299
H 6.853 4.125 -1.214
H -3.898 1.826 -2.001
H -1.865 0.634 7.525
H 7.767 3.844 1.084
H 1.177 1.686 -2.893
H -1.416 -5.323 -1.542
H 9.964 0.309 -0.222
H 9.049 0.590 -2.520
H -1.446 -6.858 0.418
H 1.455 -0.778 -1.404
H -0.230 0.492 5.135
H -2.032 -1.327 -3.967
*
```

Output
ΔE to the lowest compared entry with this formula, charge and spin   23.4 kcal per mole
Kohn-Sham gap   7.8 eV